The following is a quantum chemistry calculation of a structure of composition C48H60BaCl2N5O6SSiTe, from OMol25.

```
125
C48H60BaCl2N5O6SSiTe, DFT ωB97M-V with the def2-TZVPD basis set
Ba 2.42 2.33 0.19
C 1.03 3.33 -3.52
C 2.00 2.25 -3.04
C 2.22 1.19 -4.11
O 1.46 1.62 -1.84
C 3.34 2.98 -2.71
O 4.08 3.25 -3.65
O 3.50 3.30 -1.46
H 0.05 2.89 -3.74
H 1.43 3.81 -4.42
H 0.90 4.09 -2.74
H 1.26 0.80 -4.45
H 2.82 0.37 -3.69
H 2.77 1.63 -4.94
H 0.49 1.41 -2.06
S 2.54 3.36 3.09
C 1.78 4.82 2.52
N 2.14 5.92 3.10
N 1.61 7.09 2.57
C 1.45 7.50 1.26
C 2.03 6.82 0.17
C 1.86 7.30 -1.12
C 1.14 8.46 -1.37
C 0.60 9.15 -0.30
C 0.75 8.68 1.00
N 0.66 4.84 1.63
N 0.35 3.80 1.08
C -0.91 3.88 0.39
C -1.58 2.68 0.21
C -2.84 2.68 -0.37
C -3.40 3.86 -0.82
C -2.69 5.06 -0.68
C -1.46 5.08 -0.06
H 1.38 7.76 3.29
H 2.62 5.93 0.34
H 2.33 6.75 -1.94
H 1.01 8.82 -2.39
H 0.05 10.07 -0.46
H 0.32 9.23 1.83
H -1.13 1.76 0.56
H -3.38 1.74 -0.46
H -4.37 3.86 -1.30
H -3.12 5.99 -1.05
H -0.91 6.00 0.09
O -0.38 2.14 3.80
H -0.76 2.74 3.15
H 0.57 2.39 3.78
O 1.84 -1.61 -1.29
H 2.56 -1.19 -0.78
H 1.28 -0.87 -1.58
Cl 2.34 -2.10 4.99
C 2.55 -1.24 3.44
Cl 1.69 -2.03 2.11
H 3.59 -1.21 3.19
H 2.15 -0.24 3.55
C 6.45 -1.90 3.24
Si 6.58 -0.63 1.87
C 7.49 0.85 2.55
C 7.64 -1.38 0.53
C 4.96 -0.14 1.27
C 3.87 0.30 0.87
H 7.44 -2.19 3.61
H 5.93 -2.80 2.90
H 5.88 -1.50 4.09
H 8.47 0.58 2.97
H 6.90 1.33 3.34
H 7.64 1.59 1.76
H 8.66 -1.58 0.89
H 7.71 -0.69 -0.32
H 7.21 -2.31 0.15
C -0.63 -9.19 0.30
C -0.80 -7.69 0.15
C -0.64 -7.08 -1.08
C -0.76 -5.69 -1.23
C -0.57 -5.11 -2.62
C -1.06 -4.88 -0.12
Te -0.80 -2.57 -0.26
N -0.94 -0.74 -1.26
C -1.61 -0.17 -2.22
O -1.36 1.01 -2.67
C -2.76 -0.87 -2.91
C -3.92 -0.14 -3.19
C -5.00 -0.75 -3.82
C -4.92 -2.09 -4.21
C -3.75 -2.80 -3.97
C -2.68 -2.19 -3.32
C -2.75 -2.30 0.61
C -3.90 -3.00 0.20
C -3.92 -4.00 -0.93
C -5.11 -2.80 0.88
C -5.21 -1.92 1.94
C -6.52 -1.73 2.68
C -4.08 -1.21 2.32
C -2.86 -1.38 1.68
C -1.68 -0.59 2.21
C -1.18 -5.51 1.15
C -1.43 -4.72 2.42
C -1.07 -6.89 1.25
H -0.64 -9.69 -0.67
H -1.43 -9.61 0.91
H 0.31 -9.43 0.80
H -0.41 -7.68 -1.96
H 0.16 -5.70 -3.18
H -0.22 -4.08 -2.58
H -1.51 -5.13 -3.18
H -3.95 0.91 -2.91
H -5.90 -0.18 -4.02
H -5.76 -2.57 -4.70
H -3.67 -3.83 -4.28
H -1.76 -2.74 -3.14
H -3.14 -3.79 -1.66
H -4.89 -3.97 -1.45
H -3.76 -5.02 -0.56
H -5.98 -3.36 0.56
H -7.31 -2.33 2.25
H -6.83 -0.68 2.65
H -6.41 -2.00 3.74
H -4.14 -0.51 3.15
H -2.00 0.32 2.71
H -0.97 -0.32 1.43
H -1.13 -1.18 2.95
H -0.73 -3.88 2.50
H -1.28 -5.36 3.30
H -2.44 -4.32 2.45
H -1.17 -7.36 2.23
```

## Properties
largest force on an atom	0.0750	hartree/bohr
HOMO-LUMO gap (spin up / spin down)	0.2004 / 0.2331	hartree
2S+1	2
DFT total energy	-122230.7642	eV
total charge	-2
<S²>	0.76
E_HOMO (spin up / spin down)	-0.0802 / -0.1129	Ha

Löwdin atomic charge list, values in e, 6 entries:
1. Ba 1.792
2. C -0.004
3. C -0.523
4. C -0.013
5. O -0.354
6. C -0.630


The following is a quantum chemistry calculation of an isolated molecule of C22H24N2O5, from OMol25.

```
53
C22H24N2O5, DFT ωB97M-V with the def2-TZVPD basis set
C -2.81 -2.34 4.84
H -3.56 -2.66 4.11
H -1.84 -2.71 4.52
H -3.06 -2.71 5.83
O -2.79 -0.92 4.94
C -2.51 -0.26 3.81
O -2.30 -0.85 2.76
C -2.50 1.20 3.99
C -2.78 1.74 5.25
C -2.76 3.10 5.46
C -2.47 3.95 4.40
C -2.20 3.45 3.15
C -2.21 2.08 2.92
N -1.95 1.54 1.67
C -1.57 2.16 0.51
O -1.43 3.36 0.38
C -1.33 1.15 -0.61
C -0.19 0.20 -0.22
H 0.57 0.75 0.35
H -0.56 -0.61 0.41
C 0.46 -0.40 -1.46
N 1.08 0.65 -2.24
C 2.06 0.44 -3.15
O 2.52 1.32 -3.85
C 2.56 -0.97 -3.23
C 2.09 -1.82 -4.22
C 2.59 -3.11 -4.36
C 3.58 -3.56 -3.49
C 4.06 -2.71 -2.50
C 3.56 -1.43 -2.38
H 3.95 -0.77 -1.61
H 4.83 -3.07 -1.84
O 4.14 -4.80 -3.53
C 3.72 -5.70 -4.53
H 2.66 -5.94 -4.45
H 3.93 -5.30 -5.53
H 4.31 -6.60 -4.38
H 2.20 -3.74 -5.14
H 1.33 -1.47 -4.91
C 0.50 1.98 -2.13
C -1.00 1.88 -1.93
H -1.43 2.88 -1.90
H -1.44 1.34 -2.77
H 0.74 2.52 -3.04
H 0.95 2.52 -1.29
H -0.30 -0.92 -2.06
H 1.22 -1.13 -1.17
H -2.26 0.58 -0.74
H -2.02 0.52 1.65
H -1.97 4.11 2.33
H -2.46 5.02 4.56
H -2.98 3.50 6.44
H -3.00 1.06 6.06
```

## Properties
largest force on an atom	0.0099	hartree/bohr
HOMO-LUMO gap	0.3205	hartree
DFT total energy	-36422.4768	eV
E_HOMO	-0.3125	Ha

Löwdin atomic charge list, values in e, 6 entries:
1. C -0.039
2. H 0.099
3. H 0.099
4. H 0.096
5. O -0.040
6. C -0.421


The following is a quantum chemistry calculation of a cluster of 2 separate species, CHCl2NO2 in total, from OMol25.

```
7
CHCl2NO2, DFT ωB97M-V with the def2-TZVPD basis set
C -0.21 0.39 0.01
N -3.80 0.80 -0.53
O -2.97 1.37 -0.08
O -1.42 0.09 0.18
Cl 0.80 0.96 1.48
Cl -0.01 1.89 -1.27
H 0.45 -0.37 -0.69
```

## Properties
largest force on an atom	0.0611	hartree/bohr
HOMO-LUMO gap (spin up / spin down)	0.2959 / 0.2338	hartree
DFT total energy	-31678.2846	eV
E_HOMO (spin up / spin down)	-0.3765 / -0.3523	Ha

Löwdin atomic charge list, values in e, 6 entries:
1. C -1.091
2. N 0.298
3. O 0.120
4. O -0.197
5. Cl 0.429
6. Cl 0.319


The following is a quantum chemistry calculation of a cluster of 13 separate species, H26O13 in total, from OMol25.

```
39
H26O13, DFT ωB97M-V with the def2-TZVPD basis set
O -21.86 -2.28 -8.44
H -21.84 -1.35 -8.21
H -22.54 -2.35 -9.11
O -19.70 -0.24 -7.12
H -20.44 0.07 -6.60
H -19.05 0.46 -7.05
O -23.97 -0.26 -5.51
H -23.81 -1.01 -6.08
H -24.86 0.03 -5.73
O -20.67 0.96 -10.40
H -20.11 0.19 -10.26
H -21.32 0.92 -9.71
O -23.00 0.49 -8.35
H -23.89 0.53 -8.68
H -23.03 0.92 -7.50
O -25.05 -4.94 -9.88
H -25.75 -4.60 -10.44
H -24.26 -4.52 -10.21
O -23.27 -3.62 -11.85
H -23.40 -2.68 -11.76
H -23.84 -3.88 -12.58
O -24.30 -2.89 -6.40
H -24.75 -2.83 -7.24
H -23.89 -3.75 -6.41
O -24.14 -1.06 -11.26
H -24.08 -0.28 -10.71
H -25.04 -1.06 -11.59
O -19.29 -3.01 -8.50
H -19.96 -2.33 -8.48
H -19.05 -3.14 -7.58
O -21.01 -5.23 -7.78
H -20.20 -5.23 -7.28
H -20.95 -4.46 -8.35
O -25.35 -1.99 -8.92
H -24.79 -1.44 -9.47
H -25.96 -2.40 -9.53
O -21.58 -2.94 -5.05
H -21.61 -2.29 -4.34
H -22.12 -2.56 -5.74
```

## Properties
largest force on an atom	0.0210	hartree/bohr
HOMO-LUMO gap	0.3428	hartree
DFT total energy	-27039.6800	eV
E_HOMO	-0.3762	Ha

Löwdin atomic charge list, values in e, 6 entries:
1. O -0.028
2. H 0.005
3. H 0.041
4. O -0.026
5. H 0.033
6. H 0.050


The following is a quantum chemistry calculation of an isolated molecule of C4N4O, from OMol25.

```
9
C4N4O, DFT ωB97M-V with the def2-TZVPD basis set
C 2.21 0.92 0.00
C 0.42 -0.62 0.01
C -2.95 0.08 -0.01
C 1.97 -0.50 0.00
N 2.34 2.06 0.01
N -0.77 -0.64 0.01
N -3.86 0.79 -0.02
N -2.02 -0.82 0.02
O 2.72 -1.42 -0.02
```

## Properties
largest force on an atom	0.0659	hartree/bohr
HOMO-LUMO gap (spin up / spin down)	0.2783 / 0.2784	hartree
DFT total energy	-12150.3571	eV
E_HOMO (spin up / spin down)	-0.3703 / -0.3703	Ha

Löwdin atomic charge list, values in e, 6 entries:
1. C -0.125
2. C 0.175
3. C -0.352
4. C -0.366
5. N 0.226
6. N 0.056


The following is a quantum chemistry calculation of a cluster of 2 separate species, C3H4Cl2 in total, from OMol25.

```
9
C3H4Cl2, DFT ωB97M-V with the def2-TZVPD basis set
C -1.06 0.45 0.55
C -0.11 -0.59 -0.23
C 1.30 0.02 -0.48
H -0.35 0.95 1.33
H -1.69 -0.34 1.01
H -0.40 -2.10 -0.45
H 1.94 1.00 -0.31
Cl -1.81 1.91 -0.12
Cl 2.19 -1.30 -1.31
```

## Properties
largest force on an atom	0.1233	hartree/bohr
HOMO-LUMO gap	0.3323	hartree
DFT total energy	-28215.5310	eV
E_HOMO	-0.3341	Ha

Löwdin atomic charge list, values in e, 6 entries:
1. C -0.703
2. C -0.221
3. C -0.508
4. H 0.075
5. H 0.058
6. H 0.235


Copy entry 3 word for word.
The following is a quantum chemistry calculation of a cluster of 2 separate species, CHCl2NO2 in total, from OMol25.

```
7
CHCl2NO2, DFT ωB97M-V with the def2-TZVPD basis set
C -0.21 0.39 0.01
N -3.80 0.80 -0.53
O -2.97 1.37 -0.08
O -1.42 0.09 0.18
Cl 0.80 0.96 1.48
Cl -0.01 1.89 -1.27
H 0.45 -0.37 -0.69
```

## Properties
largest force on an atom	0.0611	hartree/bohr
HOMO-LUMO gap (spin up / spin down)	0.2959 / 0.2338	hartree
DFT total energy	-31678.2846	eV
E_HOMO (spin up / spin down)	-0.3765 / -0.3523	Ha

Löwdin atomic charge list, values in e, 6 entries:
1. C -1.091
2. N 0.298
3. O 0.120
4. O -0.197
5. Cl 0.429
6. Cl 0.319